Entry 1:
Computed, not measured: C12H24LiNO13 as an isolated structure at a distorted geometry, with wB97M-V/def2-TZVPD.

```
! wB97M-V def2-TZVPD RIJCOSX def2/J DEFGRID3
* xyz -2 1
Li -1.0316 -1.1177 2.1261
C -0.1554 4.1918 -0.9301
C 0.9024 3.2667 -1.5258
N 0.9682 1.8142 -1.0517
C 1.4816 1.7814 0.3778
C -0.4690 1.2241 -1.0272
C -1.2108 1.1415 -2.3753
C 1.9661 1.0346 -2.0474
C 2.0988 -0.5735 -1.7115
O 3.1158 -1.0455 -2.4802
C 3.4482 -2.3747 -2.3701
H 0.0084 5.2142 -1.2707
H -0.1147 4.2295 0.1585
H -1.2021 4.2439 -1.2297
H 1.8841 3.7401 -1.5378
H 0.7520 3.0784 -2.5889
H 0.9571 2.6140 0.8465
H 2.5591 1.9461 0.3799
H 1.2316 0.8507 0.8871
H -0.8997 1.9600 -0.3483
H -0.4340 0.3366 -0.3954
H -0.6972 0.5666 -3.1459
H -1.4896 2.1238 -2.7569
H -2.1097 0.5615 -2.1662
H 2.8916 1.5511 -1.7928
H 1.8672 1.3422 -3.0884
H 1.1354 -1.0462 -1.9029
H 2.4143 -0.8123 -0.6958
H 2.4738 -2.7901 -2.6271
H 3.7789 -2.5817 -1.3523
H 4.1979 -2.6982 -3.0923
O -4.5011 -2.5046 0.0103
C -3.4969 -1.7040 0.3134
O -3.5915 -0.4661 0.0299
O -2.5305 -2.1873 0.9961
H -4.2128 -3.3894 0.2463
O -3.1209 1.3565 2.3135
C -1.9196 1.8592 2.5185
O -0.9597 1.0497 2.3615
O -1.8626 3.0712 2.7650
H -2.8982 0.5498 1.8432
O 1.3438 -3.4497 -0.3440
C 0.7936 -3.2268 0.8347
O 0.7389 -2.0428 1.2309
O 0.3618 -4.2014 1.3727
H 1.0806 -4.3540 -0.1578
O -1.1357 -3.0030 5.9154
C -1.2270 -3.0204 4.6112
O -1.2962 -4.0664 3.8945
O -1.0245 -1.9601 4.0673
H -0.8602 -2.0833 5.9120
*
```

The largest force on an atom is 0.1551 Eh/bohr. The value obtained for the total energy is -41147.3318 eV.

=====

Entry 2:
Computed, not measured: a 13-piece molecular cluster, C47H82O39 overall at a distorted geometry, with wB97M-V/def2-TZVPD.

```
! wB97M-V def2-TZVPD RIJCOSX def2/J DEFGRID3
* xyz 0 1
C -22.0990 9.9897 -10.5874
C -20.7809 9.8076 -11.2268
O -20.7063 8.4374 -11.5535
C -21.9166 7.8678 -11.3010
O -22.1867 6.6817 -11.5587
O -22.7819 8.7632 -10.7135
H -22.6780 10.8311 -10.9680
H -21.8856 10.2470 -9.5499
H -19.9364 10.1640 -10.6370
H -20.7386 10.3173 -12.1894
C -14.1136 10.6074 -7.7036
C -13.3967 11.7352 -8.4844
O -13.3284 11.2749 -9.7921
C -14.0413 10.1330 -9.9258
O -14.0579 9.4418 -10.9432
O -14.6486 9.8574 -8.8048
H -14.8609 11.0105 -7.0201
H -13.5484 9.9796 -7.0147
H -12.4488 11.9915 -8.0112
H -14.0300 12.6201 -8.4217
C -17.6615 4.7768 -15.4326
C -18.1009 5.6932 -16.5150
C -17.0561 6.0349 -17.6225
O -17.6442 5.5511 -18.7979
C -18.8437 5.0820 -18.5951
O -19.6686 4.7661 -19.4576
O -19.1160 5.1533 -17.2848
H -17.4372 3.8532 -15.9661
H -18.4782 4.6411 -14.7236
H -16.8809 5.2642 -14.8484
H -18.3463 6.6980 -16.1714
H -16.0992 5.5235 -17.5175
H -16.8585 7.1034 -17.7082
C -11.7618 3.7868 1.9509
C -11.2930 5.2532 1.5653
C -9.9939 5.3262 0.7964
O -10.2338 5.8857 -0.4928
C -11.5596 6.1528 -0.6086
O -12.1117 6.5497 -1.6384
O -12.1759 5.8630 0.5593
H -11.6728 3.0134 1.1880
H -12.8516 3.7688 1.9634
H -11.2957 3.4835 2.8884
H -11.2992 6.0471 2.3121
H -9.4920 4.3628 0.7066
H -9.3242 6.0430 1.2717
C -5.4419 15.0256 -1.1225
C -6.2365 13.8549 -1.7059
C -6.8169 12.9050 -0.6739
O -8.1891 12.8013 -1.1743
C -8.4811 13.7096 -2.0996
O -9.6116 13.9556 -2.5325
O -7.3823 14.3977 -2.3871
H -4.7473 14.8253 -0.3067
H -6.1199 15.7997 -0.7631
H -4.9167 15.5066 -1.9477
H -5.6634 13.1588 -2.3183
H -6.7668 13.3532 0.3184
H -6.2206 11.9939 -0.6236
C -7.0301 6.0541 -5.7388
C -8.0690 7.0439 -6.1795
C -8.1209 8.4352 -5.6566
O -8.1041 9.1792 -6.8319
C -7.8734 8.5207 -7.9395
O -7.7492 8.9863 -9.0651
O -7.8362 7.2198 -7.6076
H -7.0383 5.0397 -6.1377
H -7.1510 5.7732 -4.6926
H -6.0311 6.4632 -5.8894
H -9.0128 6.5084 -6.0772
H -7.2832 8.5897 -4.9764
H -9.0298 8.6500 -5.0945
C -11.2622 18.2533 -7.9501
O -11.4165 18.2634 -9.3641
C -11.4129 19.4785 -10.0530
O -11.4948 20.6412 -9.5716
O -11.2918 19.1285 -11.3755
C -11.4422 20.1225 -12.3197
H -11.3313 19.2340 -7.4795
H -10.3298 17.8027 -7.6099
H -12.0074 17.6284 -7.4581
H -12.4052 20.6116 -12.4663
H -11.3029 19.5616 -13.2440
H -10.6525 20.8636 -12.1964
C -20.7867 15.8978 -6.1476
O -19.6833 16.2565 -6.9645
C -18.9787 15.3227 -7.5969
O -19.0146 14.1204 -7.3609
O -18.1787 15.9468 -8.5077
C -18.1081 17.3792 -8.7486
H -20.9354 16.8461 -5.6310
H -20.4974 15.0845 -5.4820
H -21.6957 15.6805 -6.7085
H -18.9454 17.5884 -9.4143
H -17.1010 17.5878 -9.1097
H -18.1515 18.0315 -7.8764
C -18.2933 6.8513 -4.8842
O -18.5353 5.4432 -4.8269
C -17.8015 4.4868 -5.4754
O -18.1827 3.3278 -5.5514
O -16.7775 4.9763 -6.1546
C -16.0233 4.1829 -7.0479
H -19.1271 7.3850 -4.4282
H -18.1097 7.2746 -5.8717
H -17.3672 7.0659 -4.3508
H -15.1505 3.8461 -6.4885
H -15.7555 4.7491 -7.9400
H -16.4965 3.2489 -7.3509
C -16.9853 14.5490 -2.5571
C -16.2453 15.8158 -2.7667
O -17.0253 16.9756 -2.3511
C -16.8956 18.1058 -3.0397
O -16.2546 18.2933 -4.0131
O -17.6983 19.0294 -2.4767
C -17.8822 20.2546 -3.0848
H -17.7273 14.4530 -3.3499
H -17.4959 14.5176 -1.5946
H -16.2492 13.7531 -2.6699
H -16.0184 15.8859 -3.8305
H -15.3382 15.8332 -2.1626
H -18.6976 20.7013 -2.5158
H -18.1289 20.1614 -4.1424
H -16.9234 20.7656 -2.9972
C -2.2681 15.8991 -11.8510
C -1.7304 15.8585 -10.3738
O -2.8714 15.8212 -9.6376
C -3.3834 16.8578 -8.9818
O -2.8172 17.9505 -8.8697
O -4.6849 16.5061 -8.5180
C -5.2509 15.1073 -8.5882
H -2.7224 16.8131 -12.2336
H -3.0329 15.1444 -12.0346
H -1.4304 15.6421 -12.4993
H -1.0840 16.7268 -10.2461
H -1.2127 14.9049 -10.2697
H -5.1829 14.5843 -9.5422
H -6.2798 14.9589 -8.2604
H -4.5909 14.5244 -7.9458
C -15.3715 15.9638 -15.0712
C -15.5624 16.5229 -16.4516
O -15.9933 17.8120 -16.3796
C -16.3478 18.4249 -17.5428
O -16.1601 17.9568 -18.6558
O -16.9232 19.6786 -17.2971
C -17.5141 20.3372 -18.3513
H -14.6053 16.4114 -14.4381
H -15.0662 14.9207 -15.1539
H -16.3726 15.8950 -14.6455
H -16.2781 15.9137 -17.0037
H -14.5584 16.5428 -16.8754
H -18.5232 19.9343 -18.4373
H -16.9882 20.3518 -19.3059
H -17.5533 21.3453 -17.9385
C -3.8759 1.7934 -12.0215
C -5.4138 1.5830 -11.7818
O -5.9267 2.8771 -12.1019
C -7.2363 3.1270 -12.0570
O -8.0749 2.4702 -11.4522
O -7.4678 4.2883 -12.7296
C -8.7937 4.7690 -12.8521
H -3.6381 1.3568 -12.9916
H -3.3589 1.2000 -11.2674
H -3.5789 2.8381 -11.9293
H -5.5909 1.1670 -10.7900
H -5.7368 0.7864 -12.4520
H -9.0198 5.3956 -13.7149
H -9.1654 5.2580 -11.9516
H -9.4945 3.9645 -13.0752
*
```

The largest force on an atom is 0.0959 Eh/bohr. The value obtained for the total energy is -129915.4293 eV.

=====

Entry 3:
Computed, not measured: a 7-piece molecular cluster, C37H79Cl2F3N3O11SSi overall at a distorted geometry, with wB97M-V/def2-TZVPD.

```
! wB97M-V def2-TZVPD RIJCOSX def2/J DEFGRID3
* xyz 1 1
C 3.1685 -3.5705 -2.8881
C 3.1983 -3.1598 -4.3812
Cl 3.3928 -4.5469 -5.4974
C 2.0262 -2.2611 -4.8065
Cl 2.2872 -1.6927 -6.4846
N 1.8133 -1.0605 -3.9661
C 0.5099 -0.5814 -3.9504
C 0.5712 0.5114 -3.1620
C -0.6575 1.3354 -2.9160
C -1.7702 0.5316 -2.2149
O -2.2824 -0.4666 -3.0660
Si -3.9829 -0.5151 -3.1364
C -4.5069 -2.1262 -3.9677
C -4.7068 0.8947 -4.1702
C -4.7196 -0.4935 -1.3970
N 1.8646 0.6664 -2.7397
S 2.3765 1.9715 -1.7503
O 1.6250 3.1239 -2.0155
O 2.3224 1.4721 -0.4445
F 3.8487 2.2744 -2.0973
C 2.6316 -0.3362 -3.2601
N 3.9949 -0.5931 -3.1176
C 4.7968 0.1647 -4.0535
O 4.5029 1.1936 -4.5658
F 5.9269 -0.4437 -4.3335
C 4.4489 -0.5343 -1.7598
O 3.7956 -1.0094 -0.8831
F 5.6101 0.0243 -1.5166
H 4.0718 -3.2255 -2.3816
H 3.1881 -4.6586 -2.8315
H 2.3270 -3.1411 -2.3351
H 4.1067 -2.5741 -4.5274
H 1.1177 -2.8622 -4.7725
H -0.3246 -1.0182 -4.4705
H -1.0581 1.6458 -3.8869
H -0.4970 2.2498 -2.3440
H -1.3851 0.1307 -1.2668
H -2.5288 1.2731 -1.9241
H -5.3487 -1.9549 -4.6449
H -3.6743 -2.4727 -4.5965
H -4.7592 -2.9155 -3.2566
H -4.1839 1.8132 -3.8754
H -4.5573 0.7009 -5.2374
H -5.7840 0.9867 -4.0121
H -4.5731 0.5165 -0.9931
H -5.7797 -0.7522 -1.3991
H -4.1808 -1.1963 -0.7514
C -0.5023 8.1449 -1.7900
C 0.1738 8.2175 -0.4318
O -0.0530 7.0789 0.3821
C 0.3917 5.8404 -0.1275
C 1.8867 5.7827 -0.3918
H -1.5776 8.0001 -1.6737
H -0.3321 9.0669 -2.3464
H -0.1227 7.3175 -2.3924
H -0.2279 9.0666 0.1211
H 1.2487 8.3988 -0.5406
H -0.1727 5.5762 -1.0310
H 0.1355 5.0947 0.6274
H 2.1960 6.4979 -1.1554
H 2.1683 4.7896 -0.7332
H 2.4453 6.0113 0.5178
C 0.2574 6.2931 3.6957
C 0.9375 6.3692 5.0514
O 0.7130 5.2345 5.8701
C 1.1567 3.9944 5.3567
C 2.6509 3.9410 5.0840
H -0.8179 6.1499 3.8150
H 0.4259 7.2108 3.1328
H 0.6340 5.4620 3.0959
H 0.5398 7.2214 5.6027
H 2.0127 6.5485 4.9381
H 0.5880 3.7299 4.4571
H 0.9060 3.2487 6.1118
H 2.9532 4.6582 4.3192
H 2.9367 2.9459 4.7389
H 3.2123 4.1702 5.9908
C 8.3631 -6.4140 -3.0712
C 7.6798 -5.0749 -3.2859
O 6.9636 -4.5990 -2.1601
C 7.7141 -4.3764 -0.9752
C 8.8243 -3.3533 -1.1402
H 7.6372 -7.1706 -2.7673
H 8.8457 -6.7430 -3.9916
H 9.1271 -6.3628 -2.2941
H 6.9402 -5.1764 -4.0825
H 8.4004 -4.3224 -3.6252
H 8.1100 -5.3232 -0.5930
H 7.0074 -4.0141 -0.2273
H 9.5732 -3.6748 -1.8647
H 9.3313 -3.1900 -0.1888
H 8.4184 -2.4006 -1.4871
C -5.7933 0.9096 2.4347
C -6.5154 -0.4234 2.4893
O -5.6470 -1.5422 2.3961
C -4.6660 -1.6643 3.4095
C -5.2412 -1.7834 4.8102
H -5.2058 0.9876 1.5171
H -6.5099 1.7319 2.4624
H -5.1075 1.0370 3.2741
H -7.1966 -0.4909 1.6404
H -7.1348 -0.4961 3.3890
H -3.9538 -0.8326 3.3517
H -4.1044 -2.5703 3.1779
H -5.7997 -0.8926 5.1003
H -4.4402 -1.9248 5.5370
H -5.9219 -2.6337 4.8715
C 5.1015 -6.3036 -0.3504
C 4.2988 -7.5905 -0.2514
O 5.0936 -8.7588 -0.2889
C 6.0569 -8.8970 0.7412
C 5.4627 -8.9219 2.1388
H 5.7009 -6.2952 -1.2572
H 4.4341 -5.4386 -0.3651
H 5.7827 -6.1841 0.4937
H 3.6227 -7.6570 -1.1056
H 3.6659 -7.5891 0.6435
H 6.8188 -8.1130 0.6564
H 6.5645 -9.8430 0.5531
H 4.9564 -7.9874 2.3858
H 6.2472 -9.0805 2.8796
H 4.7313 -9.7264 2.2277
C -11.6682 3.3991 2.9198
C -10.6684 2.2690 3.0937
O -9.3270 2.7071 3.2245
C -9.0460 3.5563 4.3235
C -9.3420 2.9292 5.6750
H -11.4080 4.0093 2.0534
H -12.6715 2.9969 2.7755
H -11.6956 4.0581 3.7887
H -10.6921 1.6331 2.2080
H -10.9443 1.6315 3.9407
H -9.5753 4.5089 4.2125
H -7.9811 3.7850 4.2634
H -10.4007 2.6964 5.7953
H -9.0584 3.6109 6.4777
H -8.7844 1.9985 5.7943
*
```

The largest force on an atom is 0.0614 Eh/bohr. The value obtained for the total energy is -118544.5408 eV.